{"formula": "C6H9BrO", "method": "the ωB97M-V functional and the def2-TZVPD basis", "species": ["Br", "O", "C", "C", "C", "C", "C", "C", "H", "H", "H", "H", "H", "H", "H", "H", "H"], "positions_angstrom": [[-3.755, -0.322, 0.292], [-0.835, -2.042, 0.188], [-1.988, 0.297, 0.091], [0.329, 0.268, -0.135], [-0.298, 1.656, -0.439], [-0.828, -0.670, 0.044], [0.328, -2.711, 0.142], [-1.621, 1.714, 0.241], [-2.316, 2.408, -0.231], [1.105, -1.984, -0.435], [-0.326, 1.652, -1.584], [-1.586, 2.016, 1.287], [0.878, 0.300, 0.852], [0.329, 2.530, -0.265], [0.640, -2.892, 1.154], [0.162, -3.732, -0.372], [1.013, -0.117, -0.969]], "nbo_charge": [0.050, -0.485, -0.177, -0.474, -0.379, 0.332, -0.232, -0.470, 0.226, 0.169, 0.210, 0.208, 0.213, 0.217, 0.177, 0.196, 0.218], "spin_multiplicity": 1, "homo_ev": -7.7, "de_lowest_ev": 1.354, "gap_ha": 0.315, "e_tot_ev": -78455.282}

---

{"formula": "C4H7N3O2S", "method": "the ωB97M-V functional and the def2-TZVPD basis", "species": ["S", "O", "O", "N", "N", "N", "C", "C", "C", "C", "H", "H", "H", "H", "H", "H", "H"], "positions_angstrom": [[-2.467, -0.629, 0.490], [1.200, -0.618, -0.876], [-3.255, -0.643, -0.717], [1.968, 1.338, -0.254], [0.651, 1.310, 0.071], [-2.679, -1.695, 1.595], [-2.560, 1.105, 1.162], [3.581, -0.271, -1.337], [0.207, 0.107, -0.277], [2.282, 0.214, -0.803], [3.705, -0.345, -2.503], [4.252, 0.420, -0.936], [-2.431, 0.949, 2.268], [-1.766, 1.453, 0.685], [-3.571, 1.342, 0.977], [3.535, -1.343, -1.083], [-2.654, -2.695, 1.538]], "nbo_charge": [1.768, -0.471, -0.867, -0.302, -0.415, -1.014, -0.703, -0.672, 0.326, 0.456, 0.236, 0.249, 0.253, 0.254, 0.246, 0.242, 0.416], "spin_multiplicity": 1, "homo_ev": [-9.6, -9.2], "de_lowest_ev": 6.179, "gap_ha": [0.284, 0.256], "e_tot_ev": -23655.469}

---

{"formula": "C2H5ClS2", "method": "the ωB97M-V functional and the def2-TZVPD basis", "species": ["Cl", "S", "S", "C", "C", "H", "H", "H", "H", "H"], "positions_angstrom": [[1.969, 0.156, 0.394], [-0.570, 2.308, -0.590], [-1.700, 0.163, 0.678], [1.345, -1.482, -0.174], [-0.606, 0.591, -0.499], [-2.471, 1.218, 0.846], [2.060, -2.332, -0.430], [0.765, -1.395, -1.051], [0.738, -1.960, 0.574], [-1.531, 2.733, 0.251]], "nbo_charge": [-0.052, 0.142, 0.171, -0.562, -0.469, 0.061, 0.218, 0.227, 0.208, 0.057], "spin_multiplicity": 1, "homo_ev": -9.4, "de_lowest_ev": 3.479, "gap_ha": 0.339, "e_tot_ev": -36344.788}

---

{"formula": "C3H43O19Y", "method": "the ωB97M-V functional and the def2-TZVPD basis", "species": ["Y", "O", "O", "O", "O", "O", "O", "O", "O", "O", "O", "O", "O", "O", "O", "O", "O", "O", "O", "O", "C", "C", "C", "H", "H", "H", "H", "H", "H", "H", "H", "H", "H", "H", "H", "H", "H", "H", "H", "H", "H", "H", "H", "H", "H", "H", "H", "H", "H", "H", "H", "H", "H", "H", "H", "H", "H", "H", "H", "H", "H", "H", "H", "H", "H", "H"], "positions_angstrom": [[0.693, 3.926, 1.572], [0.362, 0.393, -4.173], [1.155, -3.949, 0.892], [-2.119, -1.939, -0.940], [-0.562, 2.642, -2.671], [-0.750, -4.474, -1.147], [1.060, 1.685, 0.870], [-1.172, -1.681, -3.812], [-0.911, 3.626, -0.192], [-3.667, -0.771, 2.892], [4.016, 0.770, -2.706], [-2.525, -3.109, 1.623], [-1.715, -2.333, 4.686], [-3.359, 2.771, 0.986], [-3.497, 0.290, -0.461], [1.062, 2.569, 3.490], [2.115, 2.401, -2.158], [3.552, -2.114, -0.846], [3.239, 3.713, 1.849], [4.226, 1.419, 0.598], [0.742, -0.289, -0.609], [0.769, 0.299, 0.852], [-0.570, -0.009, 1.567], [-0.200, -0.380, -4.127], [-1.166, -3.612, -1.162], [-2.290, -1.827, 4.112], [4.662, 0.810, 1.195], [-1.650, -3.324, 1.947], [-3.387, 1.214, -0.236], [-1.151, -4.946, -1.877], [-0.967, 1.883, -3.090], [0.441, -1.336, -0.641], [0.630, -4.220, 0.138], [1.845, 1.973, -1.346], [3.675, -0.016, -3.133], [-4.286, 0.267, -1.002], [0.894, 0.257, -4.957], [-0.777, 3.281, -1.075], [3.135, -1.407, -1.338], [-0.695, -2.472, -4.062], [0.379, 2.501, -2.777], [-1.858, 3.590, -0.061], [4.967, 0.678, -2.758], [-0.577, 0.094, 2.652], [-2.640, 3.003, 1.575], [0.011, 0.224, -1.234], [2.859, -2.452, -0.278], [-1.338, 0.686, 1.226], [-4.103, 3.283, 1.302], [-2.944, -2.341, -1.212], [-2.308, -2.752, 5.311], [0.626, -4.191, 1.652], [2.938, 1.972, -2.394], [1.637, -0.074, 1.397], [-2.370, -2.687, 0.778], [0.493, 2.210, 4.171], [3.615, 2.925, 1.457], [-0.928, -1.532, -2.898], [1.711, -0.360, -1.102], [3.389, 1.001, 0.398], [3.991, 4.186, 2.206], [-3.261, -0.264, 2.189], [-1.006, -0.979, 1.327], [-3.638, -1.676, 2.582], [-2.374, -1.091, -0.577], [1.872, 2.063, 3.561]], "lowdin_spin": [0.693, 0.000, 0.000, 0.000, 0.002, 0.000, 0.027, 0.000, 0.060, 0.000, 0.000, 0.000, 0.000, 0.024, 0.001, 0.072, 0.004, 0.000, 0.042, 0.002, 0.000, 0.002, 0.003, 0.000, 0.000, 0.000, 0.000, 0.000, 0.001, 0.000, 0.000, 0.000, 0.000, 0.000, 0.000, 0.000, 0.000, 0.002, 0.000, 0.000, 0.000, 0.008, 0.000, 0.001, 0.033, 0.000, 0.000, 0.001, 0.001, 0.000, 0.000, 0.000, 0.000, 0.000, 0.000, 0.009, 0.001, 0.000, 0.000, 0.000, 0.002, 0.000, 0.000, 0.000, 0.000, 0.004], "charge": 1, "spin_multiplicity": 2, "s_squared": 0.751, "homo_ev": [-9.2, -11.8], "de_lowest_ev": 0.000, "gap_ha": [0.223, 0.296], "e_tot_ev": -43750.744}

---

{"formula": "C33H25N7O6RuS", "method": "the ωB97M-V functional and the def2-TZVPD basis", "species": ["Ru", "S", "O", "O", "O", "O", "O", "O", "N", "N", "N", "N", "N", "N", "N", "C", "C", "C", "C", "C", "C", "C", "C", "C", "C", "C", "C", "C", "C", "C", "C", "C", "C", "C", "C", "C", "C", "C", "C", "C", "C", "C", "C", "C", "C", "C", "C", "C", "H", "H", "H", "H", "H", "H", "H", "H", "H", "H", "H", "H", "H", "H", "H", "H", "H", "H", "H", "H", "H", "H", "H", "H", "H"], "positions_angstrom": [[-1.152, -0.281, -0.110], [1.861, -0.457, 1.008], [-1.457, 2.554, -3.107], [1.529, 0.815, 1.586], [-1.167, -1.784, -1.440], [2.364, -1.502, 1.870], [-0.129, -3.623, -2.151], [-4.729, 0.643, 1.884], [-2.563, -1.900, 0.832], [-2.870, 0.658, 0.493], [0.067, -3.129, 5.927], [0.389, -0.458, -3.080], [0.622, -1.045, 0.164], [-0.980, 0.035, 2.491], [-1.120, 1.340, -1.210], [6.394, 1.127, -2.675], [-1.002, 1.554, -2.559], [-2.249, -3.189, 1.033], [0.886, -1.058, -5.339], [-3.471, -1.336, 1.620], [0.972, -1.256, -3.973], [-0.437, -0.959, 4.585], [-2.766, 2.077, 0.346], [-0.643, -1.027, 3.215], [-0.144, -2.168, 5.335], [2.893, 0.609, -1.282], [-1.072, 1.214, 3.107], [5.504, -0.065, -0.641], [-2.795, -3.921, 2.072], [-0.536, 0.267, 5.223], [3.159, -0.143, -0.149], [-0.848, 1.376, 4.465], [-4.083, -1.998, 2.671], [4.469, -0.476, 0.184], [0.164, 0.037, -5.793], [5.257, 0.679, -1.792], [-3.714, -3.308, 2.914], [-2.094, 4.751, 0.023], [-0.441, 0.870, -4.873], [-0.178, -2.622, -1.448], [0.919, -2.331, -0.469], [-3.138, 4.389, 0.861], [-1.402, 3.768, -0.678], [3.941, 1.004, -2.102], [-3.768, 0.114, 1.320], [-0.311, 0.576, -3.515], [-3.486, 3.049, 1.032], [-1.752, 2.442, -0.520], [1.369, -1.746, -6.020], [6.526, -0.325, -0.384], [1.533, -2.095, -3.575], [-1.562, -3.633, 0.328], [1.006, -3.146, 0.253], [1.873, 0.877, -1.513], [-1.019, 1.734, -5.162], [-0.920, 2.359, 4.909], [1.861, -2.306, -1.027], [-4.291, 2.757, 1.686], [-1.343, 2.059, 2.488], [-2.490, -4.949, 2.214], [4.660, -1.062, 1.073], [6.809, 0.290, -3.241], [-1.824, 5.792, -0.102], [-0.526, -1.968, 2.692], [-4.145, -3.855, 3.744], [3.726, 1.580, -2.996], [-3.697, 5.147, 1.397], [-0.380, 0.338, 6.292], [-4.811, -1.461, 3.261], [0.075, 0.238, -6.854], [7.205, 1.555, -2.084], [6.064, 1.880, -3.391], [-0.594, 4.028, -1.346]], "lowdin_spin": [0.803, 0.013, 0.040, 0.000, -0.013, 0.000, -0.001, 0.003, 0.026, 0.001, 0.000, 0.001, 0.050, 0.007, 0.030, 0.000, 0.018, 0.003, 0.001, 0.000, 0.000, 0.000, 0.002, 0.000, 0.000, 0.001, 0.000, 0.000, 0.001, 0.000, 0.004, 0.000, 0.001, 0.001, 0.000, 0.001, -0.001, 0.000, 0.001, -0.001, 0.003, 0.001, 0.001, 0.000, 0.002, 0.000, 0.001, -0.001, 0.000, 0.000, 0.000, 0.000, 0.001, 0.000, 0.000, 0.000, 0.001, 0.000, 0.000, 0.000, 0.000, 0.000, 0.000, 0.000, 0.000, 0.000, 0.000, 0.000, 0.000, 0.000, 0.000, 0.000, 0.000], "charge": -1, "spin_multiplicity": 2, "s_squared": 0.756, "homo_ev": [-4.6, -5.0], "de_lowest_ev": 0.969, "gap_ha": [0.256, 0.270], "e_tot_ev": -70762.833}

---

{"formula": "C3H5NO", "method": "the ωB97M-V functional and the def2-TZVPD basis", "species": ["O", "N", "C", "C", "C", "H", "H", "H", "H", "H"], "positions_angstrom": [[-3.076, 0.231, 0.097], [1.278, -1.098, 0.405], [-2.538, 0.030, -0.839], [0.524, 1.062, -0.200], [0.362, -0.239, -0.212], [1.151, 1.395, 0.602], [1.778, -0.509, 1.088], [0.814, -1.881, 0.678], [-0.293, -0.751, -0.813], [-0.002, 1.761, -0.807]], "nbo_charge": [-0.484, -0.795, 0.486, -0.518, 0.009, 0.178, 0.368, 0.364, 0.181, 0.210], "spin_multiplicity": 1, "homo_ev": -8.5, "de_lowest_ev": 1.514, "gap_ha": 0.355, "e_tot_ev": -6728.059}

---

{"formula": "C6H27N2O5", "method": "the ωB97M-V functional and the def2-TZVPD basis", "species": ["O", "O", "O", "O", "O", "N", "N", "C", "C", "C", "C", "C", "C", "H", "H", "H", "H", "H", "H", "H", "H", "H", "H", "H", "H", "H", "H", "H", "H", "H", "H", "H", "H", "H", "H", "H", "H", "H", "H", "H"], "positions_angstrom": [[-0.239, -3.079, -2.179], [0.491, 3.632, -1.011], [2.683, 1.714, 2.661], [0.477, 1.717, -2.895], [0.454, 2.620, 1.454], [0.307, -0.531, -1.408], [-2.725, -2.253, -0.435], [0.839, -0.357, 0.013], [0.179, -1.452, 0.911], [-1.087, -0.957, 1.631], [-2.062, -0.105, 0.830], [2.346, -0.453, -0.025], [-2.969, -0.822, -0.195], [0.510, 3.315, -0.099], [-2.985, -2.828, 0.389], [2.758, 0.191, -0.747], [0.949, -1.750, 1.696], [-2.879, -0.326, -1.104], [0.540, 0.227, -2.041], [0.654, -1.410, -1.831], [0.549, 0.658, 0.324], [-0.713, -0.578, -1.403], [0.903, 4.504, -0.973], [2.665, 1.479, 3.650], [-1.509, 0.732, 0.295], [2.829, -0.166, 0.953], [-1.649, -1.835, 2.057], [-4.018, -0.733, 0.154], [0.906, 1.994, -3.639], [0.466, 2.478, -2.255], [1.266, 2.395, 1.935], [-0.023, -2.346, 0.356], [-2.717, 0.424, 1.593], [3.496, 2.235, 2.569], [-1.781, -2.494, -0.649], [-0.807, -0.418, 2.525], [2.668, -1.470, -0.260], [0.242, -3.869, -2.211], [-0.969, -3.202, -2.751], [-0.044, 3.120, 2.116]], "nbo_charge": [-0.967, -0.989, -0.966, -0.995, -0.987, -0.713, -0.844, -0.060, -0.426, -0.410, -0.437, -0.637, -0.239, 0.506, 0.364, 0.221, 0.231, 0.179, 0.466, 0.452, 0.245, 0.425, 0.489, 0.503, 0.189, 0.254, 0.217, 0.216, 0.483, 0.521, 0.508, 0.214, 0.231, 0.496, 0.349, 0.217, 0.212, 0.492, 0.498, 0.490], "charge": 1, "spin_multiplicity": 1, "homo_ev": -12.0, "de_lowest_ev": 0.783, "gap_ha": 0.351, "e_tot_ev": -19872.767}

---

{"formula": "C34H50BrClF5N4O5PSiSrTe", "method": "the ωB97M-V functional and the def2-TZVPD basis", "species": ["Te", "Sr", "Br", "Cl", "P", "Si", "F", "F", "F", "F", "F", "O", "O", "O", "O", "O", "N", "N", "N", "N", "C", "C", "C", "C", "C", "C", "C", "C", "C", "C", "C", "C", "C", "C", "C", "C", "C", "C", "C", "C", "C", "C", "C", "C", "C", "C", "C", "C", "C", "C", "C", "C", "C", "C", "H", "H", "H", "H", "H", "H", "H", "H", "H", "H", "H", "H", "H", "H", "H", "H", "H", "H", "H", "H", "H", "H", "H", "H", "H", "H", "H", "H", "H", "H", "H", "H", "H", "H", "H", "H", "H", "H", "H", "H", "H", "H", "H", "H", "H", "H", "H", "H", "H", "H"], "positions_angstrom": [[4.548, 2.622, 0.719], [-0.551, 0.660, 0.523], [4.131, -5.748, 1.514], [0.292, -3.414, 5.390], [0.748, 2.337, 3.261], [-3.081, 2.903, 0.461], [5.398, 1.061, 1.705], [5.396, 3.668, 2.133], [4.356, 4.392, -0.050], [6.270, 2.646, -0.030], [4.160, 2.044, -1.144], [0.570, 0.946, -3.078], [1.788, 0.908, 0.295], [-1.090, -2.214, -3.002], [-0.297, -0.771, 2.574], [-1.058, -2.887, 2.742], [-0.410, -0.529, -1.587], [2.439, 0.020, -0.433], [1.172, -3.183, 0.264], [-2.358, -1.263, 0.191], [-4.300, 2.894, 2.040], [-4.269, -3.143, -0.476], [-0.498, -1.876, 3.163], [-4.246, 2.622, -1.130], [-3.471, 3.000, -2.400], [-5.187, 1.644, 1.998], [1.474, 3.863, 2.512], [-4.534, 1.120, -1.280], [0.630, 0.097, -2.222], [1.319, -5.874, 1.007], [-3.277, -1.632, 1.073], [4.417, -1.245, -0.710], [-1.890, 5.224, 1.683], [-5.223, 4.102, 2.237], [-5.590, 3.358, -1.167], [2.433, -5.055, 1.020], [-2.338, -1.851, -1.007], [0.005, -1.816, 4.617], [2.320, -3.723, 0.664], [0.122, -5.305, 0.616], [3.592, -0.457, 0.060], [-3.339, 5.841, -0.216], [-3.282, -2.794, -1.384], [0.100, -3.967, 0.245], [4.029, -1.588, -1.989], [-1.201, -1.519, -1.993], [2.803, -1.147, -2.445], [2.266, 1.401, 3.716], [0.318, 3.072, 4.895], [-4.262, -2.563, 0.782], [-3.442, 2.741, 3.307], [-2.393, 4.758, 0.314], [1.999, -0.333, -1.670], [-1.149, 4.720, -0.589], [3.829, -0.209, 1.082], [-0.356, 4.117, -0.138], [-4.600, 0.737, 1.832], [-3.211, -1.173, 2.051], [-4.996, -2.824, 1.532], [5.351, -1.573, -0.278], [-2.517, 2.469, -2.463], [-5.075, 0.692, -0.436], [-3.603, 0.559, -1.388], [-2.801, 3.603, 3.491], [-0.746, -1.311, 5.223], [-2.854, 6.828, -0.151], [-5.023, -3.875, -0.739], [1.389, -6.913, 1.300], [-1.282, 4.454, 2.163], [-1.263, 6.121, 1.567], [0.789, 4.695, 2.674], [4.663, -2.200, -2.617], [-4.092, 2.620, 4.188], [-0.003, 2.289, 5.584], [-5.912, 3.918, 3.077], [3.160, 2.026, 3.745], [3.187, -3.076, 0.709], [1.599, 3.758, 1.433], [-0.512, 3.769, 4.768], [-6.086, 3.189, -2.135], [-5.713, 1.531, 2.958], [2.439, -1.404, -3.431], [-5.946, 1.695, 1.216], [1.169, 3.605, 5.328], [2.420, 0.590, 3.005], [-5.482, 4.437, -1.040], [-3.263, 4.067, -2.470], [-3.209, -3.229, -2.371], [-3.604, 5.686, -1.263], [-0.823, -3.519, -0.087], [-1.342, 4.303, -1.577], [-5.134, 0.944, -2.184], [2.445, 4.116, 2.947], [-2.703, 5.481, 2.365], [-0.795, -5.878, 0.613], [-6.273, 3.002, -0.393], [-5.832, 4.308, 1.356], [2.116, 0.948, 4.699], [-2.791, 1.865, 3.245], [-4.668, 5.011, 2.474], [-0.748, 5.735, -0.726], [0.937, -1.262, 4.665], [-4.267, 5.895, 0.357], [-4.061, 2.723, -3.286]], "mulliken_charge": [1.818, 1.527, -0.260, -0.260, 1.243, -0.392, -0.646, -0.528, -0.525, -0.424, -0.645, -0.630, -0.082, -0.810, -0.212, -0.705, 0.284, 0.817, 0.263, 2.040, 2.675, -0.781, 0.067, 2.970, -2.175, -2.236, -1.375, -1.991, -0.933, -0.413, -1.179, -1.318, -2.030, -1.838, -1.871, -0.170, 0.148, -0.107, 0.043, -0.700, -0.325, -1.972, -0.861, 0.006, -0.720, -0.618, -0.398, -1.099, -1.509, -0.984, -1.746, 3.047, 1.022, -1.899, 0.560, 0.116, 0.189, 0.488, 0.495, 0.564, 0.200, 0.201, 0.097, 0.279, 0.269, 0.547, 0.420, 0.421, -0.226, 0.735, 0.455, 0.401, 0.553, 0.359, 0.525, 0.429, 0.264, 0.086, 0.365, 0.556, 0.594, 0.563, 0.343, 0.429, -0.087, 0.226, 0.372, 0.571, 0.333, 0.138, 0.291, 0.526, 0.540, 0.210, 0.452, 0.291, 0.217, 0.465, 0.015, 0.330, 0.496, -0.026, 0.235, 0.522], "charge": -2, "spin_multiplicity": 1, "homo_ev": -1.9, "de_lowest_ev": 1.403, "gap_ha": 0.203, "e_tot_ev": -173722.364}